(1)
Molecular formula: C49H57Cl2N2O4RuSe
Method: DFT, ωB97M-V/def2-TZVPD

As for the HOMO energy (alpha / beta): -4.62 / -5.01 eV. The net charge is -1. Its spin multiplicity is 5. The calculation puts the calculated total energy at -155885.715 eV.

Atoms and positions in Å:
Ru -0.0985 -0.4765 0.0239
Se 1.1577 1.4666 1.4881
Cl 1.3998 -1.7260 3.2200
Cl -3.8559 -1.6853 1.8803
O -0.0790 -1.3219 -2.3616
O -1.4923 0.9416 -0.1145
O 0.7426 0.5821 -1.6290
O 1.6812 -1.3472 0.1591
N 0.5628 2.4936 -3.7407
N -0.9731 -1.3753 1.3674
C -2.9361 -2.1433 4.3627
C 2.4448 4.0220 -3.9788
C -1.8219 3.1308 -0.9737
C -0.1902 6.8169 1.3662
C 0.1372 2.6413 0.3454
C -2.6654 1.5596 -2.7464
C -4.1237 2.1442 -0.7800
C 1.4174 1.5832 -5.7931
C 0.0214 6.4189 -0.1029
C -0.6099 -2.1372 4.9517
C -0.3092 4.9359 -0.2622
C -1.0635 2.1868 -0.2415
C 3.6168 -3.5480 0.3241
C 5.4952 -2.9404 -1.1762
C 6.4658 2.0700 2.3410
C -3.0563 2.6659 -1.7533
C 2.9347 5.2687 -4.3850
C 1.4802 6.6890 -0.4842
C -1.9399 -2.2814 5.3230
C 6.5264 2.9701 0.0151
C -0.8754 7.3032 -0.9703
C 2.7509 0.7449 0.6617
C 3.3483 2.9423 -3.4551
C 0.1931 4.7750 -4.4588
C -1.4296 4.4656 -0.9493
C 5.1587 -0.3721 0.0120
C -3.6819 3.8029 -2.5672
C 5.1625 0.9180 0.5433
C 1.2505 -0.9817 -4.8002
C 1.0740 3.7815 -4.0514
C 0.9200 0.0881 -3.9725
C -1.2477 -1.6764 2.6289
C 2.0470 6.2425 -4.8332
C -0.2751 -1.8550 3.6423
C 2.7602 -0.5840 0.1915
C 4.0749 -2.5517 -0.7505
C 4.4074 5.5832 -4.3123
C 0.9857 1.3980 -4.4705
C 7.7026 0.8610 0.5657
C 3.1821 -2.6711 -1.9952
C -2.5950 -1.8559 3.0596
C 6.4497 1.6893 0.8534
C 4.0101 -1.1282 -0.1884
C 0.6792 6.0106 -4.8524
C 0.4993 -0.2479 -2.5796
C 3.9235 1.4679 0.8401
C 1.6963 -0.7894 -6.0950
C 1.7818 0.5096 -6.5815
C 0.4798 3.9835 0.3630
H 0.0857 7.8634 1.5218
H 3.8454 2.4631 1.2624
H -4.0728 4.5969 -1.9268
H 7.7230 -0.0517 1.1641
H 3.6084 2.2278 -4.2422
H 8.5898 1.4480 0.8144
H 1.6639 6.4091 -1.5202
H 5.4637 -3.9222 -1.6526
H 2.8600 2.3767 -2.6578
H 5.6584 3.6085 0.1921
H 4.7431 5.6329 -3.2730
H -4.4183 2.9334 -0.0839
H -4.5174 3.4032 -3.1456
H 2.1231 0.6908 -7.5938
H 6.5599 2.7274 -1.0460
H -0.7458 7.0791 -2.0314
H 0.1845 -2.2532 5.6765
H 4.6158 6.5473 -4.7755
H 5.9076 -2.2328 -1.8986
H -1.9291 7.1784 -0.7157
H 4.2739 -3.4951 1.1957
H -2.1977 -2.4992 6.3505
H 3.2780 -3.6739 -2.4212
H 7.3842 2.6109 2.5855
H 2.1695 6.1220 0.1434
H 1.9634 -1.6331 -6.7173
H -3.5443 1.2481 -3.3177
H -5.0109 1.8308 -1.3374
H 0.4153 6.1991 2.0311
H 2.1346 -2.4926 -1.7632
H 3.4938 -1.9478 -2.7536
H -1.9151 1.9258 -3.4524
H -2.9685 4.2407 -3.2691
H -2.0302 5.1764 -1.4943
H -3.9803 -2.2508 4.6230
H 7.4256 3.5402 0.2657
H 6.1056 -0.8238 -0.2370
H 6.4145 1.1755 2.9644
H 1.7119 7.7505 -0.3611
H 5.6201 2.7071 2.6006
H 7.7706 0.5840 -0.4879
H 1.3848 4.2721 0.8844
H 4.2671 3.3558 -3.0590
H 5.0142 4.8257 -4.8108
H 2.4331 7.2026 -5.1563
H 1.1539 -1.9759 -4.3842
H -2.2659 0.6859 -2.2365
H 0.3360 2.3209 -2.7671
H 3.6529 -4.5668 -0.0720
H 1.4650 2.5898 -6.1889
H -0.6147 8.3526 -0.8133
H -1.2361 6.6860 1.6514
H -0.8658 4.5511 -4.4862
H 6.1761 -3.0063 -0.3244
H -3.7533 1.2966 -0.2061
H -0.0014 6.7827 -5.1893
H 2.5980 -3.3352 0.6448

=====

(2)
Molecular formula: C23H23Cl52F4NO
Method: DFT, ωB97M-V/def2-TZVPD

As for the HOMO energy: -10.73 eV. The net charge is 0. Its spin multiplicity is 1. The calculation puts the calculated total energy at -689791.676 eV.

Atoms and positions in Å:
Cl 2.9799 -4.1783 1.9574
Cl 7.0886 2.8866 1.1799
Cl -7.2436 -1.9811 0.5693
Cl -8.3257 -0.0747 3.7378
Cl 1.7040 -4.5097 10.8516
Cl -0.3960 2.4224 -4.9555
Cl -0.1249 4.9258 -6.4196
Cl 3.3459 2.3007 -1.9018
Cl 1.1467 5.8896 -0.6277
Cl -7.0337 1.3242 -0.0297
Cl 1.9751 -2.0063 9.3875
Cl 4.4108 6.5520 -9.5822
Cl -5.4045 3.0410 -1.7274
Cl 5.0453 8.7397 -7.4631
Cl 2.3570 -10.1264 3.2450
Cl 2.4117 8.1395 -6.8561
Cl 7.1601 10.6006 -8.2039
Cl 0.6650 9.0027 -4.6910
Cl 4.3718 11.4282 -8.3588
Cl 3.5712 5.3213 -2.1386
Cl 1.8265 -4.5303 7.9415
Cl -9.0028 3.3108 -1.6117
Cl 2.3064 -1.4898 1.0617
Cl -2.2501 -1.3008 -1.3572
Cl 3.6411 5.0189 -7.2282
Cl -0.2735 2.4018 -7.8656
Cl 1.0165 5.5547 -3.5181
Cl 7.6540 -2.8793 -2.4781
Cl 5.9298 4.1849 -8.8251
Cl 3.2692 -6.1112 5.1003
Cl -9.9584 1.0336 1.5953
Cl 3.9896 -11.2347 5.3874
Cl -9.2201 -3.9826 1.3249
Cl -0.3066 9.0100 -7.4369
Cl 2.4277 0.1349 -3.6194
Cl -11.6547 2.2599 -1.0227
Cl 7.7765 -2.8999 -5.3881
Cl -4.1281 1.1889 0.1230
Cl 5.3847 -4.4076 4.0484
Cl -0.6471 -3.3400 2.2471
Cl 5.0947 -2.3174 1.2166
Cl 5.8577 -7.2581 4.4160
Cl -4.6950 -2.7869 -1.9032
Cl -10.6323 2.1881 -3.7491
Cl 7.9252 -0.3759 -3.9421
Cl 1.6106 -9.6799 6.0249
Cl 7.2111 2.8660 -1.7301
Cl 7.3597 5.3900 -0.2841
Cl 4.6288 -0.3106 -1.7647
Cl -2.1780 -4.2069 -1.5396
Cl -10.7048 1.4801 4.3752
Cl -6.7316 -4.8014 0.0519
F -4.0362 -4.1390 5.8373
F -5.5413 -3.5280 4.0472
F -3.2352 -5.0131 3.1819
F -3.3592 -2.6891 2.2781
O 1.3855 -1.1158 4.3956
N -1.1025 -1.9061 4.4145
C -7.4912 -3.6367 1.1500
C 3.1041 0.5505 -2.0354
C 3.4850 -2.4800 1.9391
C 5.5504 10.4380 -7.4814
C -5.5196 1.4577 -0.9405
C 1.2794 -3.6358 9.3699
C 2.9591 -9.8807 4.8932
C -3.0898 -3.5388 3.4773
C 5.0174 -5.8287 5.0409
C -0.8206 3.2963 -6.4373
C -10.6508 3.0898 -2.2239
C -4.1970 -3.2138 4.6612
C 7.2295 -2.0054 -3.9598
C 1.9979 6.1359 -2.1621
C 0.7421 8.1932 -6.2653
C -0.7074 -4.3716 4.7938
C -1.5336 -3.2650 3.9113
C 0.7980 -3.6428 4.8029
C 4.3254 4.9360 -8.8605
C -9.3562 1.2793 3.2435
C 0.4300 -2.0394 4.5265
C -3.1410 -2.8017 -1.0521
C 6.6640 3.7605 -0.3018
H 0.3871 7.1668 -6.1424
H -1.0197 -4.5879 5.9020
H 1.3918 -3.7512 5.8219
H -5.5148 0.6869 -1.7153
H 5.3703 -5.6391 6.0578
H 3.6691 4.3174 -9.4780
H -4.2131 -2.0808 4.9597
H 3.5333 -2.1240 2.9714
H -11.0833 4.0758 -2.4121
H -8.7556 2.1924 3.2581
H 0.1912 -3.5451 9.3234
H 2.3927 0.2415 -1.2653
H -1.5322 -1.5593 5.3137
H -1.9088 3.3870 -6.4837
H 2.1669 7.2077 -2.2939
H 1.5202 -4.0647 3.9693
H 3.5598 -8.9676 4.9078
H 5.5758 3.8512 -0.3482
H 6.1412 -1.9147 -4.0063
H -0.5317 -5.2946 4.0888
H 5.5988 10.7940 -6.4491
H -3.3367 -2.8739 0.0208
H -7.0201 -3.7312 2.1318

=====

(3)
Molecular formula: C5H13NO
Method: DFT, ωB97M-V/def2-TZVPD

As for the HOMO energy: -8.67 eV. The net charge is 0. Its spin multiplicity is 1. The calculation puts the calculated total energy at -8930.861 eV.

Atoms and positions in Å:
O -0.0594 -0.7791 1.8381
N 0.3585 -0.7335 -1.0808
C 1.0240 -0.1563 1.1386
C -0.8950 -0.7639 -1.7233
C 0.7874 0.5139 -0.2463
C 1.5764 0.8899 2.2011
C -2.1387 -0.0769 -1.1503
H 2.1195 1.7738 1.9118
H 1.7757 -0.8519 1.0475
H 1.0608 -0.9996 -1.7940
H -0.7999 -0.8330 0.9913
H 0.6207 1.3175 2.6605
H -1.1268 -1.8193 -1.8482
H 2.2598 0.3146 2.7844
H -1.9234 0.3988 -0.1140
H -2.9741 -0.8267 -1.2279
H -0.0656 1.2879 -0.3559
H -2.5231 0.8110 -1.7006
H -0.8065 -0.4077 -2.8178
H 1.7296 0.9406 -0.5143

=====

(4)
Molecular formula: C12H22FNO4
Method: DFT, ωB97M-V/def2-TZVPD

As for the HOMO energy: -9.78 eV. The net charge is 0. Its spin multiplicity is 1. The calculation puts the calculated total energy at -25195.989 eV.

Atoms and positions in Å:
F -2.2223 0.4229 -2.2502
O -4.9397 0.1440 0.7541
O -1.0613 -0.8966 -0.5959
O 1.9740 -1.6204 0.4257
O 0.2369 -1.0229 -2.5782
N 2.6906 0.2619 -0.7404
C 4.0897 -0.8478 1.3320
C 0.3992 1.6680 0.3619
C -0.3455 -1.5568 -1.6240
C 3.0080 1.6554 -0.3068
C -3.1885 -1.2405 1.7732
C -0.4402 1.5476 -0.9917
C 2.8658 -0.7355 0.3270
C -3.6395 -0.4536 0.4292
C -2.6579 0.8003 0.1063
C 1.7348 2.5162 0.1590
C -0.2448 -3.1539 -1.4910
C -1.5396 0.3970 -0.9921
H -3.3391 1.6347 -0.2560
H -3.4819 -2.3467 1.7495
H -0.1596 -3.4005 -0.3706
H -2.0613 -1.1732 1.9339
H -4.7065 0.8134 1.4388
H -2.1819 1.0835 1.1027
H 0.7281 -3.4945 -1.9771
H -1.1694 -3.6326 -1.9429
H 3.4385 2.1898 -1.2315
H 4.5389 0.1400 1.6636
H -3.6988 -1.1687 -0.4532
H 1.9971 3.0085 1.1657
H -3.7514 -0.7514 2.6485
H 3.4083 0.0371 -1.4570
H -0.2524 2.2662 1.1003
H 0.2845 1.4297 -1.8762
H 4.9153 -1.4269 0.7794
H 0.5899 0.6408 0.8379
H 3.7702 -1.4044 2.2826
H -1.0009 2.5367 -1.1634
H 3.8051 1.7463 0.4994
H 1.6078 3.3870 -0.5725

=====

(5)
Molecular formula: C4H8FNO
Method: DFT, ωB97M-V/def2-TZVPD

As for the HOMO energy: -10.36 eV. The net charge is 0. Its spin multiplicity is 1. The calculation puts the calculated total energy at -10529.769 eV.

Atoms and positions in Å:
F 0.0031 -2.0099 -0.5884
O 1.7810 -0.2096 -0.9850
N -0.4612 0.2038 -1.6090
C 1.3283 0.2138 0.3394
C 0.4994 -0.2521 -0.7877
C 1.7587 -0.5852 1.5267
C -1.8103 0.3023 -1.2054
H 2.7775 -0.7550 1.6200
H -1.8484 0.8974 -0.1484
H -2.2924 -0.6061 -1.2383
H 1.4174 -0.0475 2.3954
H 1.4209 1.2755 0.4224
H 1.2941 -1.6984 1.5275
H -2.2334 0.9377 -1.9143
H -0.3788 -0.5462 -2.2771

=====

(6)
Molecular formula: C37H31BiN3P2Te
Method: DFT, ωB97M-V/def2-TZVPD

As for the HOMO energy (alpha / beta): -9.58 / -9.90 eV. The net charge is +1. Its spin multiplicity is 1. The calculation puts the calculated total energy at -75041.588 eV.

Atoms and positions in Å:
Bi 2.3152 0.1836 1.9266
Te -0.5280 0.3118 -2.5615
P -0.3474 -1.5792 0.0118
P -0.6371 1.3334 0.3975
N -3.2266 -0.8614 -6.3721
N 6.1097 0.2788 -0.6497
N 4.7615 0.3171 1.1327
C -2.5879 -2.8779 -1.1050
C 6.6850 0.4830 2.9208
C -1.0870 -0.0661 -0.6412
C -3.7821 2.3434 2.6839
C -0.7036 -2.3064 4.0135
C -0.9502 -1.6889 1.7150
C -3.0465 1.6307 1.7342
C -1.0914 -5.0599 -2.0712
C -1.6554 4.8911 -2.4918
C -3.2999 -0.2644 -4.0530
C -3.2137 -3.9953 -1.6442
C 7.0132 0.2489 0.4790
C -3.1724 2.7115 3.8542
C -2.8802 -1.7365 3.0913
C -0.1013 -2.1112 2.7817
C -2.5796 4.3390 -1.6371
C -1.0490 2.0080 3.0325
C -0.4488 -3.9733 -1.5115
C -1.8156 2.4505 4.0744
C -1.9321 -0.5634 -3.9469
C -0.3080 4.6225 -2.2566
C 8.0710 0.5220 3.0034
C -0.9000 2.8965 -0.6164
C -1.6681 1.5729 1.8233
C -2.3244 -1.5239 1.8473
C 4.8475 0.3141 -0.1917
C -1.1664 -2.9065 -0.9306
C 8.9588 0.4531 1.8747
C -2.2201 3.2883 -0.7655
C 0.0856 3.6110 -1.4278
C 8.4295 0.3272 0.5813
C -1.2364 -1.0685 -5.0410
C -3.8779 -0.3879 -5.3196
C -2.5017 -5.0660 -2.1518
C 6.1520 0.3832 1.6231
C -2.0836 -2.1644 4.1646
C -1.9714 -1.2568 -6.1896
H -1.9875 5.5400 -3.2768
H -3.1737 -2.0065 -0.8238
H 0.4379 5.2446 -2.7376
H -0.1204 -2.7587 4.7996
H 8.5839 0.5851 3.9685
H -3.7268 3.2878 4.5565
H -3.5555 1.1235 0.8728
H -1.5464 -1.7824 -7.0537
H 0.6428 -3.9014 -1.3956
H -2.5714 -2.4244 5.0827
H -3.8301 -0.0910 -3.0990
H -3.9200 -1.5573 3.2548
H 0.9209 -2.5047 2.5676
H -2.9283 -1.1853 0.9504
H 6.0762 0.3865 3.8422
H 9.0323 0.3594 -0.3411
H -1.3025 2.5595 5.0292
H 6.4108 0.1262 -1.6433
H -3.5857 4.7075 -1.6343
H -2.9831 2.6863 -0.2694
H 1.1246 3.3113 -1.3758
H 2.5802 0.2408 3.7464
H 0.0356 1.9278 3.1309
H -0.1365 -1.3276 -4.9678
H -4.2923 -4.0364 -1.5961
H -2.9688 -5.9067 -2.6649
H -4.9044 -0.1134 -5.5252
H -4.8476 2.4876 2.5329
H 3.9984 0.4407 -0.8583
H -0.5255 -5.9444 -2.3593
H 10.0278 0.4619 2.0960

=====

(7)
Molecular formula: C5H12ClN5
Method: DFT, ωB97M-V/def2-TZVPD

As for the HOMO energy: -17.93 eV. The net charge is +2. Its spin multiplicity is 1. The calculation puts the calculated total energy at -25335.531 eV.

Atoms and positions in Å:
Cl -2.8049 0.0256 -0.5479
N -0.2497 0.6526 -0.0068
N 0.5783 2.8007 0.7005
N 1.8878 2.0782 -1.0348
N -0.7225 -1.6233 -0.2782
N -1.5030 2.0485 1.4025
C -1.1513 -0.3748 -0.2454
C 0.5713 -2.1378 0.1669
C -1.5276 -2.6752 -0.8919
C 1.6753 2.8593 -0.0308
C -0.4348 1.7471 0.6986
H -1.8358 3.0067 1.5870
H -1.0065 -3.5263 -0.9647
H -2.4962 -2.6703 -0.4824
H -2.2856 1.4223 1.4406
H 0.3475 -2.7277 0.9468
H 1.0838 -1.3112 0.4396
H 0.9979 -2.5221 -0.7176
H 2.2914 3.5732 0.3797
H 1.1270 1.4338 -1.1986
H 2.7267 1.9898 -1.5834
H -1.9181 -2.4533 -1.8632
H 0.6224 3.5725 1.3254